Entry 1:
# C20H21BrCoN4OS2

C20H21BrCoN4OS2 as an isolated structure (ωB97M-V/def2-TZVPD, OMol25).

net charge: +1
E_LUMO: -3.34 eV
frontier orbital gap: 0.286 Eh

Atoms and positions in Å:
Br -2.083 -0.291 1.508
Co -0.749 0.780 -0.277
S -4.256 -0.029 -3.056
S 0.945 3.709 -3.196
O 0.287 1.629 0.917
N -3.281 -1.615 -1.131
N -2.162 0.405 -1.644
N -0.081 1.905 -1.708
N 2.085 2.490 -1.065
C 0.649 -3.132 0.205
C -0.489 -4.070 2.131
C 2.201 0.486 1.872
C 0.248 1.030 3.320
C 1.021 2.623 -1.854
C -1.033 -1.878 1.379
C -3.135 -0.469 -1.809
C 1.626 2.870 2.428
C -2.218 1.393 -2.625
C -1.027 2.218 -2.679
C -0.090 -1.925 0.330
C 0.155 -0.853 -0.574
C 1.597 -3.244 -0.841
C -0.650 3.158 -3.560
C 0.428 -4.185 1.126
C -3.288 1.349 -3.435
C 1.066 1.481 2.109
C 1.793 -2.215 -1.711
C -1.252 -2.889 2.264
C 1.066 -1.005 -1.576
H 1.841 2.113 -0.149
H -1.187 3.553 -4.406
H 2.913 0.833 1.117
H 1.256 -0.199 -2.271
H 1.009 -5.092 1.018
H -1.992 -2.791 3.046
H -0.667 1.619 3.400
H 2.162 -4.163 -0.936
H 2.762 0.318 2.792
H -0.013 -0.026 3.266
H 1.799 -0.467 1.528
H -0.646 -4.881 2.829
H -2.518 -1.977 -0.580
H 0.832 1.176 4.229
H 0.807 3.570 2.594
H 2.239 3.258 1.616
H 2.242 2.831 3.326
H -4.020 -2.249 -1.379
H 2.516 -2.308 -2.511
H 2.837 3.155 -1.127
H -3.545 2.002 -4.251

=====

Entry 2:
# H8O3S2

A 4-piece molecular cluster, H8O3S2 overall in a non-equilibrium geometry (ωB97M-V/def2-TZVPD, OMol25).

net charge: -1
multiplicity: 2
E_LUMO (spin up / spin down): 3.47 / 3.33 eV
frontier orbital gap (spin up / spin down): 0.134 / 0.241 Eh

Atoms and positions in Å:
S -1.524 -0.123 0.876
S -2.687 0.377 -0.957
O 1.575 -0.007 2.110
O 0.481 -2.217 -0.178
O 0.563 1.811 -1.627
H 2.452 -0.432 2.147
H -0.016 1.884 -2.405
H 0.390 2.706 -1.299
H 0.933 -0.367 2.746
H -2.002 1.374 -1.464
H 0.931 -1.683 0.493
H -1.620 -1.476 0.612
H 0.525 -1.847 -1.053

=====

Entry 3:
# C12H48N24O12

A 12-piece molecular cluster, C12H48N24O12 overall in a non-equilibrium geometry (ωB97M-V/def2-TZVPD, OMol25).

SMILES: NC(N)=O.NC(N)=O.NC(N)=O.NC(N)=O.NC(N)=O.NC(N)=O.NC(N)=O.NC(N)=O.NC(N)=O.NC(N)=O.NC(N)=O.NC(N)=O
net charge: 0
E_LUMO: 0.01 eV
frontier orbital gap: 0.335 Eh

Atoms and positions in Å:
O -2.318 2.000 5.162
O -0.200 -2.975 0.491
O 0.020 1.519 -0.404
O 4.384 3.657 3.564
O 2.030 -5.753 1.003
O 4.028 0.691 -5.284
O -0.063 -1.871 3.569
O 1.081 6.057 0.945
O -3.462 -0.585 -1.526
O 0.852 1.420 3.154
O -0.660 1.178 -4.086
O -0.311 -4.355 -4.621
N -5.088 0.364 -0.257
N 2.269 2.157 -5.389
N -0.758 -5.152 0.344
N 0.915 -0.247 0.734
N 1.901 2.507 4.815
N -2.086 1.962 2.899
N -0.867 -2.244 -5.230
N -1.025 1.028 -6.347
N 0.241 -0.505 -1.449
N 4.020 -5.060 1.926
N -1.586 -3.363 4.397
N 1.051 0.355 5.149
N -3.468 3.520 3.890
N -0.307 4.349 0.446
N -1.500 -4.084 -6.514
N 1.996 0.105 -4.404
N -2.616 1.926 -4.939
N 0.789 4.391 2.490
N -1.959 -2.235 2.418
N -2.172 -3.535 -0.520
N 3.630 2.483 1.738
N 5.851 3.007 1.960
N 2.381 -3.549 1.367
N -2.886 0.948 0.077
C -1.380 1.356 -5.065
C -0.780 -3.592 -5.449
C 0.387 0.330 -0.392
C -3.766 0.154 -0.590
C 4.596 3.052 2.518
C -1.139 -2.435 3.490
C 2.864 0.965 -5.041
C 1.169 1.446 4.355
C -2.603 2.460 4.070
C 0.628 4.980 1.283
C 2.784 -4.850 1.375
C -1.004 -3.834 0.091
H -2.219 -3.613 -7.033
H -1.219 -1.673 -5.977
H 0.156 -5.377 0.726
H -3.196 2.245 -5.691
H -0.264 -0.139 -2.238
H 2.155 2.588 5.781
H 4.375 -4.424 2.615
H -1.630 -5.081 -6.502
H 4.450 -5.965 1.895
H 1.098 4.999 3.228
H -2.358 2.506 2.097
H 1.339 2.349 -5.062
H -0.858 -1.870 -4.301
H 0.540 -1.185 0.847
H 3.756 2.278 0.764
H 1.454 -3.311 1.012
H -5.370 1.139 0.314
H -2.750 2.324 -4.024
H 6.587 3.537 2.387
H 2.276 -0.821 -4.154
H -0.320 4.823 -0.443
H 1.063 0.501 -4.388
H -1.738 1.046 -7.052
H -2.554 -3.461 4.641
H -1.890 0.858 -0.091
H -2.334 -2.647 -0.984
H -2.697 -4.322 -0.861
H 2.492 2.914 4.102
H -0.329 3.339 0.374
H 0.706 -1.394 -1.441
H -1.354 -5.852 -0.054
H -3.233 1.581 0.774
H -0.109 0.676 -6.567
H -2.923 -2.451 2.255
H 0.409 3.493 2.737
H 1.031 0.371 1.511
H 2.667 2.552 2.031
H -3.364 4.148 3.108
H 3.005 -2.835 1.693
H -1.573 -1.506 1.834
H 1.324 0.406 6.111
H -3.727 4.053 4.704
H -0.944 -3.652 5.114
H 0.418 -0.354 4.796
H -5.782 -0.030 -0.864
H 6.003 2.742 1.004
H -1.213 1.460 2.893
H 2.783 2.893 -5.832

=====

Entry 4:
# C2H3F3O3S

One molecule with the formula C2H3F3O3S in a non-equilibrium geometry (ωB97M-V/def2-TZVPD, OMol25).

SMILES: COS(=O)(=O)C(F)(F)F
net charge: 0
E_LUMO: 0.72 eV
frontier orbital gap: 0.453 Eh

Atoms and positions in Å:
S 0.196 -0.601 -0.161
F 2.768 -0.919 -0.498
F 2.327 0.177 1.163
F 2.193 1.170 -0.754
O -0.238 -1.058 -1.492
O 0.093 -1.422 1.053
O -0.546 0.826 -0.037
C -1.973 0.543 0.210
C 1.979 0.026 -0.060
H -2.371 0.187 -0.778
H -2.053 -0.348 0.818
H -2.377 1.420 0.536

=====

Entry 5:
# C4H11N3O

A 2-piece molecular cluster, C4H11N3O overall in a non-equilibrium geometry (ωB97M-V/def2-TZVPD, OMol25).

net charge: 0
E_LUMO: 0.74 eV
frontier orbital gap: 0.360 Eh

Atoms and positions in Å:
O 2.905 -0.148 0.017
N -0.866 -0.390 -0.354
N -1.785 0.119 0.593
N 0.869 1.333 -0.198
C 1.679 -0.889 0.388
C 0.497 0.081 -0.251
C -0.366 2.270 -0.172
C -1.018 -1.857 -0.417
H -0.927 -2.153 0.662
H -0.958 2.296 0.692
H -0.807 1.767 -1.132
H 2.984 0.799 -0.533
H 0.194 3.026 -0.593
H 2.022 -2.262 -0.139
H -1.998 -2.274 -0.978
H -1.289 0.445 1.536
H -2.406 0.917 0.331
H 1.491 -0.980 1.680
H -0.219 -2.100 -1.134

=====

Entry 6:
# C22H29ClN6O4

One molecule with the formula C22H29ClN6O4 (ωB97M-V/def2-TZVPD, OMol25).

SMILES: CCOC(=O)C[C@@H](Nc1nc(N2CCOCC2)nc(N2CCOCC2)n1)c1ccccc1Cl
net charge: 0
E_LUMO: 0.69 eV
frontier orbital gap: 0.336 Eh

Atoms and positions in Å:
Cl -1.588 -0.718 -4.290
O 4.446 -1.964 -2.010
O 0.800 -0.050 6.062
O -0.320 2.475 0.527
O 0.776 2.547 -1.435
N -1.725 -0.099 -0.168
N 0.557 -0.288 -0.296
N 1.759 -0.906 1.646
N -0.598 -0.676 1.733
N 2.846 -0.402 -0.313
N 0.597 -1.346 3.575
C 0.889 2.713 1.247
C -5.462 -0.405 -3.474
C 1.690 -0.559 0.358
C -0.389 0.040 5.307
C -3.066 -0.376 -3.458
C 3.219 -1.438 -2.473
C -4.275 0.443 -1.575
C 4.406 -2.229 -0.626
C -3.051 0.179 -2.181
C 1.827 -1.412 4.329
C -1.583 2.050 -1.400
C 1.932 -0.175 5.230
C -0.544 -0.354 0.443
C -4.259 -0.668 -4.101
C -0.233 2.381 -0.804
C 4.084 -0.961 0.176
C -0.572 -1.189 4.409
C 0.588 -0.953 2.282
C -5.470 0.154 -2.207
C 2.864 -0.144 -1.735
C 1.216 4.197 1.311
C -1.761 0.510 -1.471
H 0.711 2.301 2.243
H 1.702 2.164 0.761
H 2.036 0.721 4.599
H 4.881 -0.224 0.033
H -0.909 0.098 -2.019
H 2.660 -1.455 3.630
H 1.889 0.233 -2.036
H 1.806 -2.315 4.948
H 2.106 4.348 1.915
H -1.441 -1.075 3.763
H -4.237 -1.100 -5.090
H -6.405 0.367 -1.713
H 3.628 0.613 -1.934
H -1.201 0.122 6.030
H -0.676 -2.084 5.031
H 0.388 4.746 1.754
H 3.641 -2.992 -0.412
H -1.632 2.455 -2.410
H -6.390 -0.634 -3.975
H -2.512 0.014 0.451
H -2.369 2.483 -0.781
H 3.969 -1.190 1.235
H -4.292 0.886 -0.591
H 5.390 -2.619 -0.362
H 3.350 -1.257 -3.541
H 2.792 -0.249 5.898
H -0.366 0.945 4.679
H 1.399 4.577 0.310
H 2.415 -2.175 -2.322

=====

no.,electronic energy (eV)
1,-158423.8360
2,-27942.0384
3,-73568.8466
4,-27251.0835
5,-10836.7229
6,-52939.6242